No. 1
Here is a cluster of 3 separate species, C15H27BrNO10 in total in a non-equilibrium geometry from OMol25. Energies are from ωB97M-V/def2-TZVPD.

The orbital gap comes out at 7.61 eV. The charge is -1. The value obtained for the strongest force on any atom is 0.0306 hartree/bohr.

Each line ends with the natural charge from an NBO analysis.
Cartesian coordinates (Å):
C 2.904434 1.018051 -2.126825  -0.63
C 1.513430 0.578878 -1.605984  -0.22
N 1.434768 -0.392674 -0.548360  -0.46
C 2.024717 -0.024286 0.709991  -0.24
C 3.482885 -0.453321 0.952870  -0.11
O 4.234677 0.585059 1.608567  -0.53
C 5.083689 1.293857 0.824484  0.80
C 6.088637 0.556131 -0.016272  -0.74
O 5.087894 2.506341 0.869855  -0.57
C 1.360116 -1.745772 -0.922454  0.11
C 1.246270 -2.700159 0.254590  -0.65
Br 2.945454 -2.412663 -1.999058  -0.18
C 0.058245 -1.923925 -1.835587  0.74
O 0.200950 -1.790808 -3.065609  -0.75
O -0.970272 -2.093312 -1.174932  -0.78
H 3.726107 0.757509 -1.482322  0.19
H 2.879402 2.077412 -2.345130  0.20
H 3.090530 0.518282 -3.065527  0.22
H 1.022184 1.474997 -1.238298  0.18
H 0.932350 0.275613 -2.457032  0.25
H 1.998367 1.055266 0.785157  0.22
H 1.437794 -0.376743 1.543960  0.20
H 3.491467 -1.296753 1.625148  0.18
H 3.937906 -0.794623 0.036672  0.21
H 5.590384 -0.098354 -0.719325  0.24
H 6.748095 -0.066581 0.569492  0.23
H 6.615983 1.282621 -0.599214  0.24
H 2.194769 -2.838993 0.750200  0.19
H 0.897354 -3.637022 -0.133917  0.23
H 0.521035 -2.286182 0.934576  0.23
C -3.432539 -3.820724 0.361831  -0.27
O -3.592605 -3.696167 1.786367  -0.50
C -3.721740 -2.451090 2.222599  0.98
O -3.760635 -1.455176 1.556943  -0.63
O -3.824481 -2.491895 3.560372  -0.51
C -3.970541 -1.208682 4.159993  -0.25
H -3.357403 -4.884781 0.155208  0.18
H -4.299896 -3.414278 -0.154649  0.18
H -2.525799 -3.317607 0.021791  0.25
H -4.877787 -0.719320 3.809270  0.19
H -3.105421 -0.582887 3.948195  0.19
H -4.041870 -1.374239 5.231965  0.18
C -3.411959 5.627568 -0.668357  -0.25
O -2.855766 4.390050 -0.238438  -0.50
C -3.107731 3.364344 -1.062813  0.98
O -3.744521 3.437212 -2.081149  -0.65
O -2.540673 2.283282 -0.558957  -0.49
C -2.717914 1.086962 -1.337538  -0.26
H -3.136993 6.366449 0.079606  0.19
H -3.001281 5.921420 -1.632856  0.19
H -4.497197 5.563115 -0.729641  0.19
H -2.275928 1.204042 -2.324006  0.19
H -3.773947 0.840446 -1.421235  0.18
H -2.204992 0.284112 -0.814218  0.24

Atoms 1-2, force components in eV/Å:
C -0.62 -0.49 -0.40
C 0.24 1.24 0.09


No. 2
Here is a structure of composition C15H27CdN2OS3Si in a non-equilibrium geometry from OMol25. Energies are from ωB97M-V/def2-TZVPD.

The orbital gap comes out at 5.47 eV. The charge is -1. Its energy relative to the best compared isomer or geometry (same formula, charge and spin) is 124.9 kJ/mol. The value obtained for the strongest force on any atom is 0.0201 hartree/bohr.

Each line ends with the natural charge from an NBO analysis.
Cartesian coordinates (Å):
Cd -0.198623 -0.630848 0.868902  1.55
C 2.383851 2.557543 -0.010796  -0.54
C 3.371342 2.112979 1.068707  -0.56
S 3.137279 0.462782 1.770841  0.15
C 3.195908 0.889831 3.561287  -0.52
C 2.068808 1.760442 4.080358  -0.72
S 0.416259 0.533094 3.517834  0.31
C -0.479159 1.910688 2.746201  -0.58
C 0.214071 2.843129 1.763143  -0.54
S 0.637993 2.131221 0.142938  0.16
H 2.666594 2.155890 -0.986334  0.22
H 2.441248 3.646061 -0.094017  0.21
H 3.336464 2.816671 1.899713  0.22
H 4.371540 2.181658 0.634439  0.21
H 4.205550 1.266596 3.755514  0.19
H 3.131179 -0.100498 4.021096  0.22
H 2.209431 2.806288 3.780864  0.15
H 2.092005 1.745301 5.175170  0.19
H -0.894014 2.592071 3.501147  0.20
H -1.348901 1.440471 2.294848  0.24
H 1.132253 3.232071 2.194891  0.22
H -0.451489 3.688055 1.569817  0.20
C -4.613468 -1.819807 1.104038  -0.65
C -3.928265 -1.736537 -0.234536  0.25
C -4.612699 -1.996773 -1.419621  -0.34
C -3.914340 -1.844257 -2.608936  -0.15
C -2.587838 -1.465788 -2.592304  -0.35
C -1.946479 -1.256055 -1.350284  0.41
N -2.653016 -1.383024 -0.207840  -0.53
N -0.633743 -0.900813 -1.231001  -1.27
Si 0.574076 -1.239192 -2.396768  1.83
C 2.239337 -1.176357 -1.545699  -1.14
C 0.619484 0.032693 -3.789235  -1.13
C 0.382567 -2.943309 -3.180767  -1.13
H -5.241304 -2.710204 1.168094  0.20
H -5.252098 -0.947676 1.261161  0.21
H -3.858726 -1.838091 1.890431  0.26
H -5.652981 -2.294123 -1.406986  0.20
H -4.412203 -2.017523 -3.557098  0.20
H -2.040664 -1.323107 -3.514036  0.20
H 2.413305 -0.201204 -1.084688  0.23
H 3.042334 -1.353696 -2.266795  0.23
H 2.333842 -1.924903 -0.755093  0.24
H 0.765938 1.036579 -3.382893  0.23
H -0.315982 0.039665 -4.353613  0.23
H 1.432309 -0.174532 -4.491225  0.22
H 0.289609 -3.710794 -2.408691  0.24
H 1.255309 -3.185904 -3.793610  0.22
H -0.500748 -3.006938 -3.818251  0.23
O -0.823146 -0.699825 2.709684  -1.32

Atoms 1-2, force components in eV/Å:
Cd -0.43 -0.24 -0.91
C 0.00 0.09 -0.18


No. 3
Here is a structure of composition C15H27Cl2F9N2NbO3S in a non-equilibrium geometry from OMol25. Energies are from ωB97M-V/def2-TZVPD.

The orbital gap comes out at 6.50 eV. The charge is -1. The value obtained for the strongest force on any atom is 0.1208 hartree/bohr.

Each line ends with the natural charge from an NBO analysis.
Cartesian coordinates (Å):
C 4.188076 -1.632962 1.385705  -0.62
C 3.074387 -1.857021 0.350052  -0.23
N 2.540646 -0.572199 -0.158977  -0.94
Nb 0.731653 0.082570 0.702543  2.09
F 1.686683 1.738561 1.325832  -0.60
C 1.169208 -0.822338 2.756443  -0.60
O 2.156775 -0.008426 3.436210  -0.56
C 1.734539 0.340180 4.713615  -0.24
C 0.365046 1.198260 -1.275671  -0.98
C 1.208545 2.394953 -1.438767  0.35
C 2.724811 2.342258 -1.508873  -0.70
N 0.635147 3.513268 -1.556210  -0.70
C -1.205754 1.053588 1.383946  -0.25
F -1.712402 0.570608 2.621489  -0.41
C -1.028422 2.588116 1.547070  -0.44
C -0.605759 2.997966 2.951013  -0.61
S -0.468378 -2.002205 -0.134604  1.58
O -0.487402 -2.963798 0.955181  -0.95
O 0.324462 -2.539945 -1.222075  -0.96
C -2.169355 -1.792199 -0.903782  0.41
F -2.237073 -2.607837 -1.940905  -0.31
F -2.326419 -0.582720 -1.406052  -0.30
C -3.391287 -2.060236 -0.003565  0.54
F -4.463714 -1.893023 -0.792044  -0.31
F -3.510405 -1.183247 0.964382  -0.28
C -3.514338 -3.495225 0.613870  0.92
F -4.781502 -3.854569 0.585275  -0.31
F -3.159197 -3.494225 1.860852  -0.29
F -2.812929 -4.398164 -0.010696  -0.30
H 4.211738 -2.400851 2.153830  0.20
H 5.141612 -1.700438 0.860015  0.19
H 4.158467 -0.630662 1.791912  0.24
H 2.323349 -2.563786 0.694999  0.19
H 3.555627 -2.352137 -0.493617  0.18
H 2.440086 -0.663234 -1.166666  0.39
H 0.287346 -0.811216 3.403102  0.21
H 1.482894 -1.872870 2.719261  0.20
H 0.763692 0.845958 4.713066  0.17
H 1.636514 -0.538534 5.365807  0.15
H 2.449421 1.014409 5.181852  0.18
H 0.477399 0.463649 -2.085161  0.25
H -0.661763 1.555136 -1.250554  0.25
H 3.143188 1.344916 -1.533135  0.22
H 3.009238 2.826216 -2.445004  0.20
H 3.125797 2.957341 -0.710756  0.23
H 1.363297 4.225369 -1.649972  0.31
H -2.027838 0.954511 0.671500  0.17
H -0.415287 3.020356 0.764226  0.25
H -2.033199 2.998753 1.403965  0.18
H -1.387297 2.771803 3.663064  0.20
H 0.338893 2.548890 3.234621  0.21
H -0.413608 4.070349 2.940376  0.20
Cl -3.036930 1.695748 -6.618385  -0.07
C -2.387136 0.076689 -6.245010  -0.38
C -2.087196 -0.097843 -4.777657  -0.40
Cl -0.718562 0.902882 -4.238647  -0.04
H -1.498340 -0.075611 -6.852356  0.22
H -3.142954 -0.644783 -6.553339  0.21
H -1.816485 -1.134810 -4.580715  0.23
H -2.947605 0.153810 -4.161880  0.23

Atoms 1-2, force components in eV/Å:
C 0.28 -0.08 -0.62
C 1.04 0.05 -0.31


No. 4
Here is a cluster of 2 separate species, C15H27Cl2N2O2PS in total in a non-equilibrium geometry from OMol25. Energies are from ωB97M-V/def2-TZVPD.

The orbital gap comes out at 9.19 eV. The value obtained for the strongest force on any atom is 0.1027 hartree/bohr. The SMILES is CCP(C)[C@@](C#N)(CCCS)[C@](O)(C#N)CCCCO.ClCCl.

Each line ends with the natural charge from an NBO analysis.
Cartesian coordinates (Å):
C 3.279005 -1.639348 0.267264  -0.63
C 2.584937 -1.341409 1.654263  -0.71
P 0.860058 -2.023391 1.855061  0.82
C 1.004598 -3.769962 1.173046  -0.94
C -0.393993 -1.209244 0.711836  -0.44
C -0.053867 -1.357124 -0.771971  0.28
N 0.306907 -1.509567 -1.826141  -0.33
C -1.760932 -2.042638 0.875801  -0.39
C -1.971298 -2.685507 2.287174  -0.44
C -3.507569 -3.029976 2.404999  -0.50
S -3.997825 -4.343140 1.199407  -0.08
C -0.756585 0.291956 1.061353  0.21
O -1.661889 0.394885 2.160576  -0.70
C -1.544783 0.847491 -0.145679  0.25
N -2.205850 1.183759 -0.984818  -0.31
C 0.436706 1.217644 1.407857  -0.42
C 1.450399 1.490971 0.255949  -0.42
C 1.047722 2.703335 -0.678651  -0.44
C 0.739683 2.158777 -2.133980  -0.07
O 1.509175 2.840722 -3.135124  -0.75
H 4.234431 -1.066744 0.230180  0.21
H 3.567107 -2.704065 0.242873  0.21
H 2.691625 -1.305302 -0.603122  0.22
H 3.206531 -1.880927 2.405581  0.24
H 2.689395 -0.270706 1.894366  0.24
H 1.516978 -3.730669 0.182830  0.23
H 0.016379 -4.219822 0.975622  0.24
H 1.651260 -4.398672 1.814004  0.25
H -2.652003 -1.425491 0.662296  0.21
H -1.690679 -2.871640 0.144247  0.23
H -1.447802 -3.642158 2.442272  0.22
H -1.725901 -1.955770 3.078481  0.24
H -3.633446 -3.516894 3.393010  0.23
H -4.148975 -2.134454 2.333810  0.21
H -4.020169 -3.768954 -0.036733  0.13
H -2.568271 0.425153 1.823740  0.49
H 0.886187 0.832955 2.341942  0.23
H -0.008105 2.202082 1.671208  0.23
H 1.730832 0.601017 -0.334285  0.22
H 2.391533 1.823626 0.753544  0.22
H 1.883772 3.412637 -0.814222  0.23
H 0.108402 3.179405 -0.341955  0.21
H -0.331447 2.319252 -2.363673  0.18
H 0.939654 1.076088 -2.239507  0.18
H 0.917557 3.279655 -3.758438  0.48
C -0.227945 6.402586 -4.789432  -0.40
Cl -0.678867 4.754678 -5.246649  -0.03
Cl -0.924197 6.853664 -3.229879  -0.02
H 0.853710 6.463586 -4.721962  0.23
H -0.592130 7.087666 -5.548371  0.22

Atoms 1-2, force components in eV/Å:
C 0.60 0.68 0.85
C 0.87 -0.61 -1.45


- Which value of strongest force on any atom does entry 2 give?
  0.0201 hartree/bohr